Entry 1:
{"formula": "C4H6O", "method": "ωB97M-V/def2-TZVPD", "relative_energy_kcal_mol": 104.3, "homo_lumo_gap_ev": 9.077, "species": ["C", "C", "C", "O", "C", "H", "H", "H", "H", "H", "H"], "xyz": [[0.05, 0.39, -1.12], [0.13, 0.89, 0.31], [-0.67, -0.50, 1.29], [-1.13, -1.32, 0.18], [0.04, -0.81, -0.24], [0.92, 0.48, -1.77], [-0.88, 0.61, -1.65], [1.15, 1.14, 0.62], [-0.61, 1.61, 0.61], [0.03, -1.14, 1.86], [0.97, -1.35, -0.10]]}

=====

Entry 2:
{"formula": "C5H11N", "method": "ωB97M-V/def2-TZVPD", "relative_energy_kcal_mol": 89.1, "homo_lumo_gap_ev": 8.040, "species": ["C", "N", "C", "C", "C", "C", "H", "H", "H", "H", "H", "H", "H", "H", "H", "H", "H"], "xyz": [[1.99, 0.03, -0.27], [0.99, -0.03, 0.56], [0.70, -0.08, 1.98], [-0.24, -0.39, 0.88], [-1.13, 1.53, -1.65], [-0.99, -1.57, 0.38], [1.84, -0.28, -1.29], [-0.05, 1.69, -1.75], [2.93, 0.45, 0.07], [0.63, 0.87, 2.51], [1.28, -0.86, 2.51], [-1.35, 1.28, -0.60], [-1.43, 0.70, -2.29], [-1.67, 2.43, -1.94], [-1.91, -1.72, 0.94], [-1.26, -1.41, -0.67], [-0.39, -2.50, 0.43]]}

=====

Entry 3:
{"formula": "C40H34O2P", "method": "ωB97M-V/def2-TZVPD", "total_charge": 1, "homo_lumo_gap_ev": 4.917, "species": ["C", "C", "C", "C", "P", "C", "C", "C", "C", "C", "C", "C", "C", "C", "C", "C", "C", "C", "C", "O", "C", "C", "C", "C", "C", "C", "C", "C", "H", "H", "H", "H", "H", "H", "H", "H", "H", "H", "H", "H", "H", "H", "H", "H", "H", "H", "H", "H", "H", "C", "O", "C", "C", "C", "C", "C", "C", "C", "C", "C", "C", "C", "C", "C", "H", "H", "H", "H", "H", "H", "H", "H", "H", "H", "H", "H", "H"], "xyz": [[-0.57, 3.99, -2.22], [-0.87, 2.64, -2.46], [-0.35, 1.65, -1.63], [0.51, 1.99, -0.57], [1.22, 0.69, 0.46], [3.03, 0.88, 0.54], [3.80, -0.20, 0.99], [5.19, -0.12, 1.02], [5.83, 1.06, 0.64], [5.07, 2.15, 0.21], [3.68, 2.06, 0.16], [0.62, 1.03, 2.13], [1.38, 0.66, 3.25], [0.88, 0.87, 4.54], [-0.39, 1.44, 4.71], [-1.14, 1.82, 3.60], [-0.64, 1.62, 2.31], [0.64, -0.86, -0.11], [1.31, -1.67, -1.11], [0.85, -2.79, -1.41], [2.57, -1.18, -1.81], [2.64, 0.02, -2.52], [3.85, 0.47, -3.07], [4.99, -0.33, -2.97], [4.90, -1.59, -2.38], [3.69, -2.03, -1.84], [0.74, 3.35, -0.28], [0.23, 4.34, -1.12], [-0.96, 4.76, -2.88], [-1.50, 2.36, -3.30], [-0.58, 0.60, -1.81], [3.31, -1.14, 1.28], [5.78, -0.98, 1.34], [6.92, 1.13, 0.66], [5.56, 3.08, -0.09], [3.11, 2.91, -0.22], [2.37, 0.22, 3.11], [1.47, 0.57, 5.40], [-0.79, 1.59, 5.71], [-2.13, 2.26, 3.72], [-1.22, 1.92, 1.44], [-0.19, -1.32, 0.42], [1.74, 0.64, -2.62], [3.90, 1.45, -3.54], [5.94, 0.02, -3.37], [5.77, -2.24, -2.33], [3.61, -3.02, -1.38], [1.33, 3.63, 0.59], [0.45, 5.38, -0.92], [-6.46, 2.36, -0.91], [-5.77, 2.12, 0.33], [-5.09, 0.96, 0.50], [-4.35, 0.83, 1.71], [-3.45, -0.20, 1.85], [-3.24, -1.16, 0.81], [-2.16, -2.07, 0.95], [-1.97, -3.30, 0.23], [-1.48, -4.44, 0.93], [-1.30, -5.65, 0.28], [-1.62, -5.77, -1.08], [-2.11, -4.67, -1.78], [-2.24, -3.43, -1.15], [-4.17, -1.14, -0.27], [-5.02, -0.07, -0.47], [-6.95, 3.32, -0.75], [-5.75, 2.44, -1.75], [-7.20, 1.58, -1.12], [-4.48, 1.59, 2.47], [-2.88, -0.29, 2.77], [-1.56, -1.94, 1.87], [-1.25, -4.33, 2.00], [-0.88, -6.50, 0.83], [-1.46, -6.72, -1.59], [-2.36, -4.76, -2.84], [-2.51, -2.55, -1.73], [-4.21, -1.97, -0.97], [-5.63, 0.00, -1.38]]}